C3H9ClNO2PS2 | ωB97M-V with the def2-TZVPD basis set

Properties
- Charge: 0
- Calculated total energy: -1922.90030 hartree
- Gap between HOMO and LUMO: 8.47 eV
- LUMO level: -0.117 eV
- Spin multiplicity: 1
- Structure (SMILES): CC/C=N/SCl.OP(O)S
- Relative energy (zero: lowest compared OMol25 entry of this formula, charge and spin): 0.5930 eV

The geometry in XYZ format:
```
19
C3H9ClNO2PS2 (ωB97M-V with the def2-TZVPD basis set)
H -1.856 -0.589 1.714
H -3.897 -1.196 0.405
H -0.114 2.889 0.382
Cl 2.595 -2.040 -1.066
C -1.840 -0.583 0.624
O 2.850 3.125 0.285
O 2.927 1.078 -1.005
H -2.031 0.437 0.278
H -2.905 -1.491 -1.025
S 0.260 2.178 -0.675
H -2.747 -2.534 0.392
C -0.491 -0.994 0.146
H -0.366 -1.125 -0.929
N 0.464 -1.198 0.945
P 2.155 1.680 0.283
H 3.132 3.394 -0.598
C -2.916 -1.512 0.062
S 1.961 -1.641 0.919
H 2.820 0.122 -1.138
```